Molecular formula: C24H18Cl5ILaN2OS4
Method: DFT, ωB97M-V/def2-TZVPD

ΔE to the lowest compared entry with this formula, charge and spin	4.7	kcal/mol

```
! wB97M-V def2-TZVPD RIJCOSX def2/J DEFGRID3
* xyz -1 1
La 0.153 -0.673 0.006
I -1.922 1.892 -0.556
C -1.634 2.655 1.435
C -2.740 3.118 2.149
C -2.531 3.333 3.555
C -1.235 3.316 4.125
C -0.093 3.092 3.285
C 1.261 3.170 3.758
C 2.282 2.805 2.885
C 2.002 1.997 1.735
C 0.704 1.830 1.325
C -0.302 2.585 1.905
H -3.728 3.243 1.711
H -3.397 3.613 4.175
H -1.148 3.509 5.186
H 1.475 3.604 4.692
H 3.338 2.891 3.136
H 2.835 1.437 1.277
Cl 1.529 3.176 -1.197
C 2.064 1.787 -2.054
C 1.698 0.469 -1.732
C 2.111 -0.625 -2.452
Cl 1.812 -2.253 -1.924
C 2.818 -0.385 -3.687
Cl 3.096 -1.617 -4.841
C 3.355 0.890 -3.960
Cl 4.621 1.134 -5.143
C 2.950 2.005 -3.139
Cl 3.475 3.580 -3.532
S -3.212 -3.866 1.578
C -1.794 -3.017 1.419
S -1.469 -1.512 2.271
S -0.520 -3.543 0.405
C 4.549 -1.115 1.170
C 3.140 -1.367 1.636
C 3.105 -1.868 3.051
O 2.130 -1.173 0.926
H 4.737 -0.984 0.093
H 5.120 -1.935 1.549
H 4.887 -0.253 1.769
H 3.498 -1.191 3.839
H 3.728 -2.751 3.092
H 2.112 -2.198 3.394
C -5.060 -0.634 -3.696
N -4.397 -1.899 -3.173
C -5.091 -3.049 -2.803
C -4.234 -3.935 -2.276
N -2.970 -3.335 -2.286
C -3.049 -2.037 -2.858
S -1.744 -0.995 -2.972
H -5.597 -0.887 -4.638
H -4.273 0.059 -3.935
H -5.788 -0.327 -2.949
H -6.144 -3.101 -2.963
H -4.317 -4.965 -2.035
H -2.195 -3.701 -1.727
*
```

=====

Molecular formula: C24H18F48N9O32S16
Method: DFT, ωB97M-V/def2-TZVPD

ΔE to the lowest compared entry with this formula, charge and spin	107.3	kcal/mol

```
! wB97M-V def2-TZVPD RIJCOSX def2/J DEFGRID3
* xyz -7 1
C 0.032 3.388 4.134
C -0.636 3.096 2.770
C 0.171 2.256 1.867
N -0.623 2.011 0.535
C -0.728 3.337 -0.244
C 0.142 0.923 -0.299
C -0.875 0.222 -1.146
C -2.088 0.234 -0.349
C -1.966 1.332 0.754
H -0.620 3.913 4.833
H 0.991 3.902 4.064
H 0.318 2.426 4.560
H -0.778 4.092 2.350
H -1.642 2.687 2.855
H 0.304 1.309 2.389
H 1.173 2.570 1.576
H -1.152 3.054 -1.207
H 0.252 3.795 -0.378
H -1.349 4.073 0.268
H 0.897 1.440 -0.892
H 0.557 0.296 0.490
H -1.151 0.788 -2.036
H -0.676 -0.770 -1.553
H -2.945 0.570 -0.933
H -2.318 -0.733 0.097
H -2.753 2.086 0.787
H -1.904 0.809 1.708
C -2.304 -7.938 2.364
F -3.241 -7.230 3.027
F -1.389 -8.298 3.259
F -2.888 -8.975 1.835
S -1.613 -6.916 0.922
O -0.232 -7.357 0.815
O -2.366 -7.191 -0.319
N -1.633 -5.242 1.553
S -2.887 -4.582 0.964
O -4.063 -5.389 0.924
O -3.138 -3.273 1.619
C -2.474 -4.059 -0.843
F -1.731 -4.981 -1.422
F -3.562 -3.782 -1.487
F -1.693 -3.017 -0.775
C -5.666 4.439 -2.822
F -5.292 3.329 -3.557
F -5.993 5.370 -3.733
F -6.760 4.264 -2.128
S -4.286 5.050 -1.585
O -3.437 3.870 -1.319
O -3.612 6.143 -2.304
N -5.081 5.758 -0.165
S -4.939 4.703 0.923
O -5.533 3.420 0.670
O -3.609 4.555 1.496
C -5.987 5.433 2.319
F -7.194 5.590 1.813
F -6.163 4.479 3.330
F -5.380 6.529 2.779
C 8.280 3.752 6.594
F 8.326 3.101 5.429
F 8.276 2.833 7.585
F 9.331 4.525 6.630
S 6.626 4.788 6.739
O 6.709 5.286 8.095
O 6.698 5.792 5.717
N 5.407 3.574 6.501
S 4.183 4.538 6.366
O 3.968 5.590 7.364
O 4.013 4.937 4.927
C 2.774 3.282 6.694
F 2.755 2.373 5.726
F 2.967 2.607 7.897
F 1.569 3.898 6.795
C -4.039 1.424 -8.754
F -4.774 1.672 -7.643
F -3.953 0.144 -8.888
F -4.689 1.919 -9.811
S -2.195 2.080 -8.652
O -1.321 1.272 -9.563
O -2.221 3.470 -8.973
N -1.716 1.427 -7.011
S -1.865 2.833 -6.218
O -0.847 3.836 -6.536
O -3.212 3.384 -6.112
C -1.603 2.378 -4.340
F -2.524 1.484 -3.912
F -0.377 1.966 -4.204
F -1.701 3.527 -3.674
C 2.770 3.813 -2.320
F 3.378 4.993 -2.682
F 2.646 3.769 -1.005
F 1.563 3.760 -2.897
S 3.796 2.337 -2.755
O 2.902 1.195 -2.663
O 4.238 2.604 -4.145
N 5.232 2.299 -1.705
S 4.825 1.542 -0.435
O 5.850 1.898 0.549
O 3.461 1.633 0.043
C 5.150 -0.318 -0.845
F 6.249 -0.828 -0.353
F 4.216 -1.043 -0.324
F 5.048 -0.579 -2.145
C -0.394 -2.266 -4.782
F -1.374 -3.174 -5.095
F -0.994 -1.265 -4.349
F 0.515 -2.772 -3.907
S 0.557 -1.740 -6.377
O 1.054 -0.372 -6.162
O 1.588 -2.745 -6.687
N -0.800 -1.436 -7.532
S -0.725 -2.748 -8.445
O 0.468 -2.681 -9.278
O -0.972 -4.012 -7.745
C -2.272 -2.542 -9.557
F -2.386 -3.548 -10.426
F -3.334 -2.348 -8.834
F -2.041 -1.335 -10.191
C 4.168 -5.930 2.867
F 4.625 -4.718 2.538
F 5.045 -6.927 2.469
F 4.014 -5.882 4.189
S 2.485 -6.268 1.994
O 2.728 -6.907 0.701
O 1.798 -7.087 2.964
N 1.783 -4.640 2.075
S 2.070 -4.225 0.657
O 3.486 -4.133 0.202
O 1.173 -4.911 -0.285
C 1.455 -2.439 0.668
F 2.221 -1.704 1.474
F 1.636 -1.882 -0.587
F 0.108 -2.422 1.001
C 1.472 -5.331 6.664
F 2.273 -4.413 6.155
F 1.968 -6.534 6.471
F 1.157 -5.241 7.960
S -0.209 -5.167 5.648
O -0.287 -6.339 4.767
O -1.283 -4.990 6.633
N -0.004 -3.763 4.417
S -0.865 -2.746 5.143
O -2.277 -2.964 5.040
O -0.378 -2.428 6.453
C -0.528 -1.148 3.947
F 0.777 -0.941 3.804
F -1.061 -1.434 2.690
F -1.098 -0.074 4.412
*
```

=====

Molecular formula: C24H18N3O5Ta
Method: DFT, ωB97M-V/def2-TZVPD

ΔE to the lowest compared entry with this formula, charge and spin	2.0	kcal/mol

```
! wB97M-V def2-TZVPD RIJCOSX def2/J DEFGRID3
* xyz 2 1
Ta 1.275 -0.807 0.396
O 2.606 -2.526 1.060
C 3.258 -1.927 0.187
O 3.206 -0.584 0.338
C 3.561 -2.480 -1.182
C 3.648 -1.264 -2.120
C 3.979 -1.646 -3.551
C 2.637 -2.211 -4.063
C 1.787 -2.158 -2.812
O 2.209 -0.917 -2.146
C 2.251 -3.211 -1.778
C 1.123 -3.464 -0.803
O 0.747 -4.455 -0.320
O 0.446 -2.190 -0.490
H 4.422 -3.147 -1.165
H 4.221 -0.435 -1.723
H 4.798 -2.362 -3.589
H 4.282 -0.766 -4.114
H 2.708 -3.226 -4.450
H 2.207 -1.584 -4.840
H 0.715 -2.128 -2.977
H 2.512 -4.170 -2.217
N -7.065 4.863 2.630
C -6.121 4.253 2.400
C -4.934 3.485 2.111
C -4.054 3.167 3.142
C -2.925 2.419 2.867
C -2.657 2.009 1.558
C -3.533 2.351 0.525
C -4.678 3.073 0.805
C -1.443 1.226 1.276
C -1.208 0.066 2.019
C -2.072 -0.574 2.915
C -1.439 -1.707 3.420
C -0.207 -1.772 2.812
N -0.028 -0.719 1.950
C -0.554 1.698 0.287
C -0.522 2.947 -0.300
C 0.617 3.030 -1.129
C 1.281 1.847 -1.014
N 0.596 0.988 -0.151
H -4.254 3.509 4.148
H -2.224 2.199 3.662
H -3.347 2.013 -0.486
H -5.378 3.319 0.019
H -3.071 -0.243 3.146
H -1.827 -2.412 4.136
H 0.562 -2.521 2.939
H -1.237 3.733 -0.118
H 0.925 3.872 -1.725
H 2.198 1.536 -1.487
*
```

=====

Molecular formula: C24H18N4RuTe4
Method: DFT, ωB97M-V/def2-TZVPD

⟨S²⟩	6.07
ΔE to the lowest compared entry with this formula, charge and spin	5.3	kcal/mol

```
! wB97M-V def2-TZVPD RIJCOSX def2/J DEFGRID3
* xyz -2 5
Ru 0.086 0.311 -1.031
C -2.805 4.719 -2.244
C -1.436 4.921 -2.375
C -0.536 4.154 -1.655
C -0.987 3.155 -0.786
C -2.362 2.994 -0.624
C -3.261 3.756 -1.356
N -0.121 2.178 -0.258
C 0.970 2.546 0.513
C 1.315 3.839 0.913
C 2.540 4.086 1.527
C 3.425 3.045 1.781
C 3.057 1.737 1.479
C 1.827 1.477 0.889
N 1.303 0.234 0.590
N 2.252 -0.770 0.162
C 1.796 -2.102 0.416
C 2.392 -3.169 -0.281
C 1.727 -4.377 -0.327
C 0.472 -4.500 0.269
C -0.012 -3.397 0.955
N 0.720 -2.289 1.177
H -3.504 5.269 -2.861
H -1.063 5.650 -3.086
H 0.530 4.266 -1.811
H -2.710 2.202 0.028
H -4.323 3.562 -1.268
H 0.642 4.658 0.694
H 2.813 5.104 1.781
H 4.394 3.245 2.223
H 3.719 0.905 1.687
H 3.313 -3.004 -0.822
H 2.150 -5.199 -0.890
H -0.162 -5.366 0.138
H -0.955 -3.423 1.490
Te -1.670 -0.142 -2.978
Te -5.562 0.649 -7.333
Te -3.815 0.315 -5.251
Te -0.443 -2.099 -1.411
C 1.947 -0.495 -1.257
C 2.954 -0.477 -2.234
C 2.636 -0.234 -3.598
C 3.628 -0.021 -4.528
C 4.978 -0.070 -4.165
C 5.310 -0.392 -2.850
C 4.330 -0.610 -1.902
H 1.591 -0.203 -3.880
H 3.352 0.202 -5.552
H 5.753 0.134 -4.893
H 6.352 -0.461 -2.558
H 4.594 -0.842 -0.878
*
```

=====

Molecular formula: C24H19BF2N4ORhS
Method: DFT, ωB97M-V/def2-TZVPD

ΔE to the lowest compared entry with this formula, charge and spin	97.0	kcal/mol

```
! wB97M-V def2-TZVPD RIJCOSX def2/J DEFGRID3
* xyz -1 1
Rh 0.331 -1.189 0.837
N -0.335 -0.481 2.762
C -0.735 0.913 2.513
C -0.046 1.990 3.267
C -0.244 3.287 2.974
C -1.081 3.815 1.914
C -1.399 3.242 0.736
C -0.854 1.975 0.316
C -0.638 1.586 -1.097
C -0.290 2.447 -2.135
C 0.221 1.923 -3.312
C 0.524 0.567 -3.409
C 0.193 -0.283 -2.362
C -0.569 0.203 -1.301
H 0.353 -0.557 3.503
H -1.242 -0.945 3.073
H 0.579 1.716 4.111
H 0.198 4.028 3.630
H -1.452 4.821 2.086
H -2.003 3.794 0.025
H -0.360 3.519 -1.997
H 0.494 2.587 -4.123
H 1.065 0.188 -4.269
H 1.218 -1.959 -2.916
C 5.295 -0.479 -0.536
C 4.566 -0.971 0.545
C 3.260 -1.385 0.388
C 2.597 -1.313 -0.862
C 3.349 -0.811 -1.945
C 4.667 -0.414 -1.772
N 1.307 -1.746 -0.898
N 0.635 -1.603 -2.168
C -1.140 -0.791 -0.354
C -3.379 -0.761 -1.455
C -4.545 -1.401 -1.214
C -4.389 -2.251 -0.038
C -3.125 -2.135 0.426
C -2.417 -1.195 -0.439
H 6.323 -0.163 -0.416
H 5.030 -1.048 1.522
H 2.738 -1.840 1.231
H 2.901 -0.699 -2.922
H 5.209 -0.030 -2.629
H -3.160 -0.075 -2.259
H -5.454 -1.304 -1.793
H -5.174 -2.847 0.406
H -2.718 -2.569 1.325
O -2.794 -0.592 3.336
S -2.556 0.919 3.010
N -0.401 1.082 1.113
F -0.086 -4.080 0.167
B -0.073 -3.112 1.085
F -0.393 -3.572 2.319
*
```

=====

Molecular formula: C24H19BeClN2O2P
Method: DFT, ωB97M-V/def2-TZVPD

electronic energy	-2002.2489	hartree

```
! wB97M-V def2-TZVPD RIJCOSX def2/J DEFGRID3
* xyz 1 1
Be 0.888 -0.857 0.472
N 1.333 0.970 -1.708
P -0.032 0.888 -0.682
C -0.416 2.596 -0.280
C 0.295 3.194 0.765
C 0.063 4.519 1.089
C -0.887 5.247 0.381
C -1.602 4.654 -0.648
C -1.371 3.326 -0.982
C -1.403 0.298 -1.697
C -1.302 0.064 -3.062
C -2.400 -0.411 -3.768
C -3.597 -0.652 -3.111
C -3.700 -0.426 -1.743
C -2.604 0.041 -1.036
C 2.437 0.182 -1.456
C 3.600 0.272 -2.224
C 4.668 -0.527 -1.897
C 4.586 -1.411 -0.818
C 3.414 -1.449 -0.116
N 2.351 -0.676 -0.425
H 1.430 1.682 -2.415
H 1.023 2.621 1.329
H 0.611 4.982 1.899
H -1.073 6.281 0.639
H -2.345 5.223 -1.192
H -1.937 2.864 -1.782
H -0.367 0.240 -3.581
H -2.320 -0.593 -4.831
H -4.452 -1.020 -3.663
H -4.633 -0.617 -1.229
H -2.691 0.213 0.032
H 3.643 0.966 -3.052
H 5.579 -0.465 -2.479
H 5.412 -2.046 -0.537
H 3.279 -2.102 0.738
Cl -1.876 -4.686 5.396
C -1.044 -3.576 4.359
C -0.275 -2.541 4.931
C 0.403 -1.636 4.157
C 0.339 -1.718 2.754
O 0.987 -0.856 2.013
C -0.433 -2.764 2.186
C -0.505 -2.907 0.783
O 0.050 -2.143 -0.047
C -1.120 -3.692 3.006
H -0.227 -2.472 6.010
H 0.993 -0.846 4.601
H -1.071 -3.747 0.371
H -1.700 -4.485 2.551
*
```

=====

Molecular formula: C24H19Br4N7O6Zr
Method: DFT, ωB97M-V/def2-TZVPD

ΔE to the lowest compared entry with this formula, charge and spin	27.5	kcal/mol

```
! wB97M-V def2-TZVPD RIJCOSX def2/J DEFGRID3
* xyz 0 1
Zr -0.273 -0.362 -0.649
Br -3.776 1.185 -3.917
C -2.248 0.182 -4.362
C -2.140 -0.410 -5.634
C -1.040 -1.138 -5.979
Br -0.950 -1.911 -7.706
C 0.026 -1.323 -5.064
C 1.215 -2.041 -5.301
C 2.155 -2.139 -4.309
C 1.912 -1.545 -3.061
N 0.822 -0.860 -2.811
C -0.102 -0.724 -3.796
C -1.249 0.047 -3.425
O -1.258 0.560 -2.216
H -2.949 -0.281 -6.340
H 1.371 -2.513 -6.261
H 3.073 -2.687 -4.467
H 2.614 -1.645 -2.243
O -2.943 -2.845 1.183
C -2.084 -2.317 0.529
O -2.149 -1.139 -0.053
C -0.678 -2.951 0.298
O -0.137 -3.688 1.083
O -0.122 -2.449 -0.798
C 3.532 3.651 0.885
N 2.340 3.271 0.141
C 1.633 4.293 -0.613
C 1.917 1.988 0.058
N 1.080 1.542 -0.813
N 2.442 1.151 1.036
C 2.263 -0.219 1.117
N 2.560 -0.747 2.336
N 1.902 -0.912 0.091
H 3.320 3.848 1.941
H 3.936 4.562 0.452
H 4.294 2.877 0.813
H 1.825 5.260 -0.154
H 0.559 4.110 -0.571
H 1.953 4.333 -1.658
H 0.820 2.223 -1.515
H 2.674 1.608 1.901
H 2.435 -0.123 3.120
H 2.043 -1.602 2.511
H 1.846 -1.904 0.320
Br -2.357 2.426 0.522
C -2.310 1.333 2.069
C -3.355 1.430 3.003
C -3.391 0.586 4.068
Br -4.826 0.741 5.297
C -2.392 -0.405 4.255
C -2.408 -1.365 5.288
C -1.420 -2.303 5.347
C -0.392 -2.265 4.388
N -0.327 -1.380 3.426
C -1.323 -0.465 3.328
C -1.288 0.427 2.197
O -0.306 0.298 1.326
H -4.135 2.162 2.854
H -3.215 -1.357 6.007
H -1.417 -3.070 6.109
H 0.397 -3.011 4.415
*
```